# 1
DFT (ωB97M-V with the def2-TZVPD basis set) results for a structure of composition C3H2CsLiO2 in a non-equilibrium geometry.

```
9
Properties=species:S:1:pos:R:3:lowdin_charge:R:1
C 0.098 -0.925 -1.892 -0.0616
C 1.083 -0.291 -1.461 -0.0187
H -0.242 -1.187 -2.892 0.0377
H 1.804 0.487 -1.688 0.0682
O 0.957 0.684 0.671 -0.0887
C 0.524 0.287 1.754 -0.4700
O -0.630 -0.058 2.076 -0.2691
Cs -2.507 1.177 -0.456 0.9617
Li -1.087 -0.174 3.888 0.8405
```

Properties
Expectation value of S²: 0.7537
E, a.u.: -293.35276
ΔE to the lowest compared entry with this formula, charge and spin, kcal per mole: 28.9
Charge: +1
HOMO energy (alpha / beta), eV: -10.39 / -12.49
Multiplicity: 2
HOMO-LUMO gap (alpha / beta), eV: 6.411 / 8.294



# 2
DFT (ωB97M-V with the def2-TZVPD basis set) results for a structure of composition C25H27KN7O6S in a non-equilibrium geometry.

```
67
Properties=species:S:1:pos:R:3:lowdin_charge:R:1
K 0.084 0.122 0.662 0.7921
O -1.957 3.348 3.128 0.1016
C -1.825 2.165 2.475 -0.4771
O -1.300 2.069 1.404 0.0040
C -2.427 1.011 3.262 -0.1353
O -1.951 -0.227 2.850 -0.1306
C -2.612 -0.787 1.698 -0.1212
C -1.837 -1.998 1.135 -0.7024
O -0.632 -2.101 1.454 -0.0915
O -2.522 -2.708 0.373 -0.0343
H -1.621 4.007 2.499 0.1249
H -3.520 1.110 3.193 0.1440
H -2.158 1.144 4.312 0.1371
H -2.709 -0.015 0.922 0.1113
H -3.613 -1.118 1.982 0.1276
C 2.434 -3.504 1.025 -0.0398
C 2.313 -2.017 1.135 -0.3102
N 2.092 -1.238 0.153 -0.0130
N 2.021 -1.833 -1.115 0.0596
C 1.064 -1.343 -1.871 -0.4680
O 0.145 -0.496 -1.619 -0.2127
C 1.027 -1.946 -3.264 -0.1306
C 1.679 -3.133 -3.586 -0.0390
C 1.588 -3.659 -4.866 -0.1027
C 0.853 -3.003 -5.846 -0.1188
C 0.212 -1.812 -5.536 -0.0968
C 0.295 -1.292 -4.250 -0.0335
C 2.259 -1.396 2.519 -0.2122
C 2.432 -2.193 3.649 -0.0174
C 2.288 -1.637 4.908 -0.0742
C 1.985 -0.293 5.018 -0.0798
C 1.838 0.429 3.843 -0.1434
N 1.967 -0.092 2.629 0.0789
H 2.544 -3.784 -0.018 0.0569
H 3.278 -3.893 1.599 0.0675
H 1.513 -3.956 1.406 0.0910
H 2.246 -3.630 -2.810 0.0975
H 2.089 -4.592 -5.102 0.0910
H 0.782 -3.417 -6.845 0.0885
H -0.357 -1.285 -6.293 0.0937
H -0.197 -0.363 -3.992 0.1079
H 2.649 -3.245 3.541 0.0979
H 2.403 -2.259 5.788 0.1006
H 1.852 0.193 5.975 0.0928
H 1.597 1.488 3.875 0.1056
S -2.357 2.424 -1.992 0.5197
C -3.223 0.985 -1.956 -0.8786
N -2.532 -0.207 -2.040 0.0773
C -3.115 -1.409 -2.073 -0.0685
C -4.478 -1.498 -2.056 -0.0549
C -5.147 -0.278 -1.919 -0.1523
N -4.582 0.907 -1.856 0.0481
H -1.492 -0.197 -2.009 0.0756
H -2.437 -2.251 -2.069 0.1338
H -4.978 -2.452 -2.053 0.0995
H -6.232 -0.279 -1.839 0.1013
C 3.053 5.540 0.821 -0.0631
N 1.797 5.018 0.311 -0.2175
C 1.164 5.762 -0.778 -0.0486
C 1.643 3.689 0.247 -0.2790
N 1.512 2.548 0.146 0.1932
H 2.876 6.503 1.301 0.0824
H 3.783 5.675 0.015 0.0875
H 3.460 4.849 1.555 0.0909
H 0.879 6.753 -0.424 0.0831
H 0.272 5.229 -1.098 0.0930
H 1.844 5.866 -1.630 0.0895
```

Properties
E, a.u.: -2801.82212
ΔE to the lowest compared entry with this formula, charge and spin, kcal per mole: 45.4
Charge: -1
HOMO energy, eV: -4.69
Multiplicity: 1
HOMO-LUMO gap, eV: 6.678



# 3
DFT (ωB97M-V with the def2-TZVPD basis set) results for a cluster of 2 separate species, CH4NO3P in total in a non-equilibrium geometry.

```
10
Properties=species:S:1:pos:R:3:lowdin_charge:R:1
H -1.329 -2.313 1.197 0.0496
N -1.452 -1.383 0.868 0.0926
C -0.600 -1.096 0.028 -0.3238
P -0.512 0.515 -0.870 0.5743
O -1.595 1.486 -0.703 -0.2867
O 0.413 0.468 -2.001 -0.3078
H 0.284 -1.751 -0.292 0.1108
O 1.366 1.105 0.537 -0.0406
H 2.047 1.259 -0.067 0.0328
H 1.376 1.708 1.304 0.0988
```

Properties
E, a.u.: -662.34581
ΔE to the lowest compared entry with this formula, charge and spin, kcal per mole: 33.9
HOMO energy, eV: -10.68
Structure (SMILES): [H]/N=C/P(=O)=O.O
Multiplicity: 1
HOMO-LUMO gap, eV: 10.501



# 4
DFT (ωB97M-V with the def2-TZVPD basis set) results for a cluster of 2 separate species, C5H11NO in total in a non-equilibrium geometry.

```
18
Properties=species:S:1:pos:R:3:lowdin_charge:R:1
C 2.174 0.777 1.154 0.0339
C 1.129 1.450 0.615 -0.1318
C -0.074 0.688 0.365 -0.4025
N -0.873 1.120 -0.697 0.0924
C -0.399 -0.397 1.106 -0.1280
C -1.346 -1.471 0.629 -0.0991
H 2.310 -0.270 0.936 0.0555
H 2.826 1.226 1.898 0.0581
H 1.209 2.506 0.390 0.0983
H -0.511 1.871 -1.256 0.0947
H -1.819 0.830 -0.849 0.0948
H -0.258 -0.337 2.176 0.1004
H -1.222 -2.431 1.117 0.0689
H -1.137 -1.585 -0.436 0.0495
H -2.387 -1.129 0.687 0.0731
O 0.372 -0.785 -2.880 -0.0721
H 0.075 -1.700 -2.832 0.0288
H -0.069 -0.360 -2.123 -0.0146
```

Properties
E, a.u.: -327.03245
ΔE to the lowest compared entry with this formula, charge and spin, kcal per mole: 62.1
HOMO energy, eV: -7.88
Structure (SMILES): C=C/C(N)=C/C.O
Multiplicity: 1
HOMO-LUMO gap, eV: 8.568



# 5
DFT (ωB97M-V with the def2-TZVPD basis set) results for a structure of composition C25H34AsN11PRuSi2 in a non-equilibrium geometry.

```
75
Properties=species:S:1:pos:R:3:lowdin_charge:R:1
Ru -0.627 -0.036 -0.314 0.9193
N -0.475 3.743 0.523 0.1484
C -0.131 2.842 1.487 -0.4501
N 0.077 3.147 2.770 0.0637
N 0.323 1.968 3.357 -0.0141
N 0.280 1.036 2.466 -0.2507
N 0.018 1.546 1.254 -0.0645
C -0.922 3.353 -0.726 -0.4826
N -1.172 4.208 -1.699 0.0409
N -1.551 3.427 -2.729 -0.0697
N -1.526 2.185 -2.383 -0.1583
N -1.127 2.091 -1.085 -0.1165
H -0.478 4.721 0.750 0.1442
N -0.696 -2.754 1.745 -0.1096
P -0.267 -1.044 2.123 0.9687
C 0.200 -1.400 3.851 -0.3483
C -0.698 -2.025 4.713 -0.1050
C -0.334 -2.305 6.023 -0.0806
C 0.930 -1.960 6.481 -0.0835
C 1.827 -1.332 5.627 -0.0756
C 1.462 -1.047 4.319 -0.0976
C -2.019 -0.436 2.166 -0.3663
C -2.519 0.462 3.108 -0.0895
C -3.794 0.987 2.966 -0.0609
C -4.586 0.643 1.874 -0.0764
C -4.105 -0.249 0.934 -0.0794
C -2.829 -0.788 1.082 -0.1772
C -0.432 -3.307 0.536 -0.4016
C -0.268 -4.706 0.405 -0.0144
C -0.037 -5.250 -0.828 -0.0665
C 0.055 -4.410 -1.943 -0.0732
C -0.100 -3.067 -1.732 -0.1968
N -0.351 -2.497 -0.536 0.0088
H -0.741 -3.419 2.502 0.0881
H -1.698 -2.275 4.371 0.1077
H -1.043 -2.783 6.688 0.1032
H 1.211 -2.169 7.505 0.1031
H 2.810 -1.051 5.983 0.1051
H 2.157 -0.537 3.662 0.1008
H -1.904 0.759 3.949 0.0999
H -4.171 1.679 3.710 0.1087
H -5.575 1.070 1.762 0.1056
H -4.711 -0.530 0.082 0.1070
H -2.508 -1.570 0.398 0.0696
H -0.323 -5.325 1.292 0.1121
H 0.080 -6.321 -0.935 0.1113
H 0.245 -4.791 -2.936 0.1031
H -0.022 -2.381 -2.563 -0.0046
C 2.755 -2.187 -4.024 -0.2156
Si 2.537 -0.357 -3.820 0.2121
C 2.446 0.504 -5.458 -0.2261
C 3.880 0.339 -2.749 -0.2438
As 0.540 0.091 -2.645 0.8551
Si -1.195 -0.346 -4.229 0.2352
C -2.714 -0.804 -3.247 -0.2317
C -0.747 -1.814 -5.296 -0.2230
C -1.451 1.074 -5.390 -0.2139
H 3.621 -2.371 -4.669 0.0406
H 1.883 -2.659 -4.482 0.0095
H 2.936 -2.666 -3.058 0.0338
H 3.431 0.530 -5.936 0.0375
H 2.097 1.532 -5.330 0.0357
H 1.752 -0.005 -6.134 0.0164
H 4.878 0.113 -3.134 0.0348
H 3.798 -0.070 -1.739 0.0276
H 3.775 1.425 -2.675 0.0331
H -2.654 -1.840 -2.900 0.0230
H -3.614 -0.702 -3.863 0.0384
H -2.841 -0.137 -2.395 -0.0138
H -0.586 -2.739 -4.736 0.0126
H 0.142 -1.616 -5.902 0.0149
H -1.582 -1.984 -5.985 0.0407
H -1.694 1.995 -4.858 -0.0001
H -2.272 0.827 -6.073 0.0388
H -0.553 1.246 -5.992 0.0222
```

Properties
Expectation value of S²: 8.7661
E, a.u.: -4826.33467
HOMO energy (alpha / beta), eV: -7.67 / -8.02
Multiplicity: 6
HOMO-LUMO gap (alpha / beta), eV: 8.093 / 6.334



# 6
DFT (ωB97M-V with the def2-TZVPD basis set) results for a cluster of 2 separate species, C2F3I in total in a non-equilibrium geometry.

```
6
Properties=species:S:1:pos:R:3:lowdin_charge:R:1
C -0.522 -0.466 0.354 -0.2380
C 1.090 0.719 -0.192 -0.6677
F -0.394 -1.775 0.282 0.0684
F -1.469 -0.008 -0.399 0.0854
F 1.093 1.945 0.261 -0.0522
I 2.863 -0.332 0.024 0.8041
```

Properties
E, a.u.: -673.31161
ΔE to the lowest compared entry with this formula, charge and spin, kcal per mole: 81.9
HOMO energy (alpha / beta), eV: -8.77 / -8.84
Multiplicity: 1
HOMO-LUMO gap (alpha / beta), eV: 7.747 / 7.820



Copy entry 3 word for word.
DFT (ωB97M-V with the def2-TZVPD basis set) results for a cluster of 2 separate species, CH4NO3P in total in a non-equilibrium geometry.

```
10
Properties=species:S:1:pos:R:3:lowdin_charge:R:1
H -1.329 -2.313 1.197 0.0496
N -1.452 -1.383 0.868 0.0926
C -0.600 -1.096 0.028 -0.3238
P -0.512 0.515 -0.870 0.5743
O -1.595 1.486 -0.703 -0.2867
O 0.413 0.468 -2.001 -0.3078
H 0.284 -1.751 -0.292 0.1108
O 1.366 1.105 0.537 -0.0406
H 2.047 1.259 -0.067 0.0328
H 1.376 1.708 1.304 0.0988
```

Properties
E, a.u.: -662.34581
ΔE to the lowest compared entry with this formula, charge and spin, kcal per mole: 33.9
HOMO energy, eV: -10.68
Structure (SMILES): [H]/N=C/P(=O)=O.O
Multiplicity: 1
HOMO-LUMO gap, eV: 10.501



Q: Number 5 is which compound?
A: C25H34AsN11PRuSi2



Q: What is the E in the sixth record?
A: -673.31161 a.u.